Record 1
18
Properties=species:S:1:pos:R:3:forces:R:3 method="wB97M-V/def2-TZVPD" total_charge=+1 s_squared=0.754 fmax_ha_per_bohr=0.050 e_homo_ha="-0.510 / -0.503" lumo_energy_ev="-6.69 / -6.71" energy_ev=-7876.12608 multiplicity=2 e_above_lowest_ev=6.158
C -0.471 -1.338 -0.050 -0.243 0.446 0.767
C -0.950 0.093 -0.350 -1.613 -0.899 0.677
N -3.066 0.826 1.315 -0.808 0.377 0.500
C 1.330 1.134 -0.208 -1.188 -2.105 -0.930
C 0.085 1.132 0.064 -0.505 2.071 0.027
C 2.696 -0.718 -0.997 0.453 0.973 -1.811
C 2.525 0.471 -0.403 1.838 0.363 0.580
H 0.465 -1.216 0.494 0.405 -0.674 -0.500
H -0.471 -2.048 -0.866 0.477 0.137 -0.247
H -1.083 -1.789 0.737 -0.382 0.169 -0.236
H -1.448 0.321 -1.296 0.858 -0.118 -0.477
H -1.898 0.311 0.294 1.912 -0.104 -0.546
H -3.903 0.399 1.721 0.074 0.085 0.100
H -2.780 1.583 1.941 -0.237 -0.074 0.181
H -0.349 2.019 0.536 0.133 0.063 0.154
H 3.709 -1.095 -0.965 -0.082 -0.181 0.060
H 2.132 -0.971 -1.887 -0.808 -0.894 0.746
H 3.475 0.887 -0.083 -0.285 0.366 0.956

***

Record 2
25
Properties=species:S:1:pos:R:3:forces:R:3 method="wB97M-V/def2-TZVPD" total_charge=0 fmax_ha_per_bohr=0.073 e_homo_ha=-0.345 lumo_energy_ev=0.25 energy_ev=-8867.98942 e_above_lowest_ev=1.421
B 1.552 -0.140 0.146 0.453 2.406 1.163
B -1.666 0.156 -0.363 0.810 -0.353 -0.178
C 0.861 -2.629 0.328 0.273 0.529 0.245
C 0.759 -1.366 -0.008 -2.957 -0.873 -2.099
C 2.445 0.400 -1.026 -0.874 -2.406 0.048
C 1.494 0.737 1.503 1.183 0.988 -0.198
C -1.586 1.748 -0.540 1.453 0.707 -1.190
C -2.594 -0.448 0.748 0.064 2.370 -0.116
C -0.811 -0.783 -1.322 2.675 1.802 1.639
H 0.154 -3.399 0.251 -1.155 -0.754 -0.646
H 1.750 -2.967 0.817 0.635 0.029 0.480
H 3.483 0.326 -0.802 0.987 -0.366 0.202
H 2.316 1.359 -1.366 -0.596 2.812 -0.234
H 2.179 -0.187 -1.894 0.527 -0.506 -0.418
H 0.638 0.912 2.133 -0.861 -0.933 0.037
H 1.633 1.790 1.130 0.730 -0.709 0.575
H 2.308 0.428 2.252 -0.739 0.597 -1.271
H -0.680 2.174 0.035 -1.321 -0.717 -0.460
H -2.502 2.259 -0.150 0.811 -0.188 -0.551
H -1.289 2.065 -1.652 -1.073 -0.560 2.221
H -2.799 0.407 1.437 0.008 -0.963 0.026
H -2.320 -1.347 1.238 0.405 -0.761 0.474
H -3.523 -0.611 0.232 -0.837 -0.236 -0.298
H -1.259 -1.763 -1.582 0.847 0.687 -0.344
H -0.188 -0.044 -2.033 -1.449 -2.604 0.893

***

Record 3
40
Properties=species:S:1:pos:R:3:forces:R:3 method="wB97M-V/def2-TZVPD" total_charge=0 fmax_ha_per_bohr=0.023 e_homo_ha=-0.341 smiles="NC[C@H]1COC(=O)C1.COCCOCCOC" lumo_energy_ev=0.72 energy_ev=-23505.86382 e_above_lowest_ev=0.639
N -0.670 4.728 -3.525 -0.171 -0.095 0.320
C -1.479 3.551 -3.807 -0.222 0.034 0.130
C -1.392 2.478 -2.704 0.281 -0.504 0.163
C -1.231 1.080 -3.307 0.212 0.590 0.461
O 0.107 1.111 -3.842 0.132 0.048 -0.010
C 0.857 1.947 -3.059 0.940 0.112 -0.408
O 2.025 2.150 -3.292 -1.110 -0.181 0.329
C -0.047 2.515 -1.978 -0.030 -0.075 -0.356
H 0.291 4.599 -3.799 0.181 0.063 -0.105
H -1.038 5.539 -3.989 0.031 0.175 -0.173
H -2.511 3.881 -3.876 -0.156 -0.014 -0.084
H -1.228 3.080 -4.759 0.051 -0.014 -0.181
H -2.247 2.494 -2.035 -0.025 0.190 0.156
H -1.211 0.357 -2.494 -0.437 -0.334 -0.054
H -1.967 0.834 -4.060 0.162 -0.183 -0.350
H -0.037 1.781 -1.172 -0.055 0.013 0.258
H 0.250 3.482 -1.605 0.235 0.130 -0.042
C 2.231 -0.961 -0.234 -0.139 0.077 -0.033
O 1.123 -1.301 0.573 0.140 -0.093 0.168
C 0.641 -2.609 0.316 -0.068 0.188 -0.038
C -0.077 -3.171 1.521 -0.090 -0.078 -0.015
O 0.784 -3.631 2.549 -0.002 -0.018 0.005
C 1.401 -2.656 3.374 0.111 -0.025 0.030
C 0.487 -2.059 4.419 0.004 0.183 -0.002
O -0.390 -1.103 3.848 -0.098 -0.192 -0.136
C -1.584 -0.953 4.582 0.070 0.073 -0.017
H 1.952 -0.931 -1.294 0.092 -0.023 -0.026
H 2.569 0.027 0.072 -0.028 0.023 -0.018
H 3.054 -1.672 -0.095 -0.015 -0.019 -0.056
H 1.468 -3.276 0.048 0.012 -0.018 0.005
H -0.063 -2.568 -0.528 0.035 -0.110 -0.045
H -0.615 -4.063 1.189 -0.008 -0.005 0.003
H -0.813 -2.461 1.903 0.078 0.114 -0.016
H 1.878 -1.874 2.781 -0.111 0.079 -0.013
H 2.186 -3.199 3.905 0.010 0.000 -0.002
H 1.100 -1.565 5.185 0.005 -0.091 0.068
H -0.084 -2.865 4.895 -0.010 -0.023 -0.001
H -2.118 -1.907 4.665 0.009 0.003 0.054
H -2.213 -0.247 4.043 0.019 0.034 0.007
H -1.390 -0.561 5.587 -0.037 -0.033 0.024

***

Record 4
12
Properties=species:S:1:pos:R:3:forces:R:3 method="wB97M-V/def2-TZVPD" total_charge=0 fmax_ha_per_bohr=0.105 e_homo_ha=-0.319 smiles="C=NN(C)Cl.Br" lumo_energy_ev=0.49 energy_ev=-87713.05880 e_above_lowest_ev=0.627
C 0.693 -1.882 -0.045 -0.915 -2.635 -0.399
N 0.257 -0.786 -0.489 -1.645 -2.985 0.369
N 0.951 0.247 -0.565 1.990 3.425 -0.535
C 0.353 1.495 -0.092 -0.608 0.787 -5.310
Cl 2.738 0.246 -0.026 -0.534 -0.209 0.122
H 0.255 -2.905 -0.176 -0.564 1.595 -0.029
H 1.608 -1.961 0.449 1.745 0.372 0.538
H -0.679 1.368 0.045 -1.394 -0.572 0.415
H 0.792 1.772 0.777 1.418 1.400 2.360
H 0.377 2.246 -1.026 0.550 -1.151 2.465
Br -3.325 0.116 -0.017 0.635 0.019 -1.116
H -4.022 0.044 1.165 -0.680 -0.047 1.121

***

Record 5
9
Properties=species:S:1:pos:R:3:forces:R:3 method="wB97M-V/def2-TZVPD" total_charge=0 fmax_ha_per_bohr=0.071 e_homo_ha=-0.385 smiles="O=[N+]([O-])C(O)O" lumo_energy_ev=0.42 energy_ev=-10762.09192 e_above_lowest_ev=1.423
O 1.553 -1.303 -1.868 1.423 -0.285 -1.802
N 0.832 -1.226 -0.936 -0.970 3.432 0.193
O 0.422 -2.080 -0.248 -1.141 -3.039 1.713
C 0.338 0.256 -0.462 1.560 -1.479 -0.582
O 0.736 0.319 0.811 0.161 0.573 1.962
O -1.007 0.332 -0.560 0.348 2.735 -1.952
H 1.073 0.870 -1.109 -2.127 -0.332 0.632
H -0.020 0.162 1.421 0.743 0.042 -0.689
H -1.580 -0.365 -0.306 0.003 -1.649 0.524

***

Record 6
98
Properties=species:S:1:pos:R:3:forces:R:3 method="wB97M-V/def2-TZVPD" total_charge=+2 s_squared=3.784 fmax_ha_per_bohr=0.008 e_homo_ha="-0.487 / -0.493" lumo_energy_ev="-6.15 / -7.13" energy_ev=-132031.71485 multiplicity=4 e_above_lowest_ev=0.000
Tc -0.633 1.286 -1.015 -0.175 -0.340 0.164
C 0.155 2.991 -4.956 -0.113 -0.032 0.014
C -0.511 2.470 -3.854 0.108 0.020 -0.032
N 0.144 2.261 -2.713 0.129 0.153 -0.256
C 1.448 2.587 -2.646 -0.047 0.007 -0.049
C 2.084 3.090 -3.775 0.008 -0.041 0.138
N 1.446 3.281 -4.919 -0.009 0.014 -0.057
C 2.062 2.470 -1.311 -0.014 0.048 0.035
C 3.403 2.668 -1.070 -0.072 -0.091 0.009
C 3.891 2.631 0.240 -0.040 -0.006 0.033
C 2.946 2.479 1.253 -0.095 0.068 -0.019
C 1.603 2.299 0.953 0.050 -0.114 -0.004
N 1.179 2.225 -0.320 -0.005 0.005 0.058
C 0.554 2.295 2.002 0.059 0.083 0.064
C 0.722 1.755 3.270 0.005 -0.018 -0.078
N -0.234 1.847 4.188 0.009 -0.023 0.016
C -1.339 2.492 3.840 -0.066 0.022 0.041
C -1.518 3.015 2.561 0.026 -0.048 -0.030
N -0.570 2.910 1.648 -0.002 0.023 -0.067
C 5.334 2.800 0.531 0.028 -0.006 0.023
C 5.886 2.377 1.738 -0.041 -0.004 -0.112
C 7.244 2.550 1.955 0.001 -0.034 0.064
N 8.064 3.104 1.071 0.037 0.006 0.026
C 7.539 3.512 -0.076 0.031 0.038 -0.082
C 6.196 3.382 -0.395 -0.036 0.015 0.072
H -0.375 3.173 -5.882 -0.008 -0.008 -0.006
H -1.561 2.222 -3.886 -0.025 0.002 0.007
H 3.131 3.356 -3.755 0.028 0.014 0.012
H 4.073 2.827 -1.899 0.041 -0.007 -0.024
H 3.225 2.572 2.291 0.058 -0.007 0.049
H 1.620 1.219 3.550 0.070 -0.023 0.004
H -2.107 2.596 4.595 -0.039 -0.005 0.014
H -2.432 3.518 2.270 -0.034 0.017 0.003
H 5.298 1.894 2.504 -0.101 -0.036 0.040
H 7.692 2.223 2.885 0.005 -0.014 0.027
H 8.222 3.971 -0.780 0.011 0.014 -0.028
H 5.852 3.766 -1.343 -0.044 0.031 -0.051
O -4.317 2.908 -0.730 -0.048 -0.069 -0.048
C -3.328 2.343 -1.116 -0.033 0.058 0.049
O -2.090 2.687 -0.877 0.152 0.014 0.002
C -3.410 1.094 -1.969 -0.186 0.048 0.010
C -4.574 0.686 -2.587 0.053 0.020 0.059
C -4.533 -0.442 -3.394 0.015 0.033 0.022
C -3.336 -1.127 -3.534 0.079 0.009 0.064
C -2.213 -0.674 -2.864 -0.075 -0.141 -0.067
N -2.254 0.425 -2.102 0.134 0.098 -0.047
H -5.473 1.266 -2.432 -0.004 0.015 0.003
H -5.420 -0.780 -3.910 -0.035 -0.015 -0.016
H -3.263 -2.010 -4.150 0.009 -0.037 -0.026
H -1.260 -1.181 -2.919 0.004 -0.007 -0.018
O -1.283 0.328 0.554 0.089 0.415 0.088
As -1.939 -1.007 1.370 -0.048 -0.157 0.063
C -2.679 -2.244 0.126 0.018 -0.045 0.023
C -1.790 -3.072 -0.560 0.047 0.016 0.009
C -2.287 -4.026 -1.432 -0.011 0.006 0.009
C -3.659 -4.155 -1.610 0.016 -0.011 -0.013
C -4.540 -3.335 -0.919 0.010 0.041 0.015
C -4.053 -2.375 -0.042 -0.032 0.045 0.010
C -0.506 -1.862 2.275 0.086 0.037 -0.057
C -0.761 -2.929 3.132 -0.024 -0.020 -0.029
C 0.301 -3.566 3.753 -0.008 0.001 0.004
C 1.602 -3.147 3.507 -0.017 -0.018 0.016
C 1.850 -2.098 2.634 -0.037 0.035 -0.032
C 0.795 -1.448 2.011 -0.012 0.026 0.000
C -3.245 -0.280 2.538 -0.006 0.074 0.007
C -3.156 -0.454 3.915 0.025 -0.052 0.001
C -4.092 0.161 4.735 0.022 -0.022 -0.006
C -5.088 0.954 4.183 0.015 -0.004 0.018
C -5.161 1.141 2.808 0.029 -0.015 -0.043
C -4.241 0.520 1.980 0.010 0.015 -0.035
H -0.721 -2.986 -0.401 -0.006 0.009 -0.008
H -1.606 -4.683 -1.954 0.030 -0.024 -0.025
H -4.045 -4.913 -2.277 -0.011 -0.029 -0.021
H -5.606 -3.456 -1.046 -0.047 -0.004 0.000
H -4.743 -1.758 0.521 0.008 -0.009 -0.015
H -1.773 -3.275 3.309 -0.007 0.010 0.009
H 0.115 -4.391 4.425 -0.008 -0.021 0.018
H 2.426 -3.648 3.994 0.033 -0.023 0.019
H 2.868 -1.790 2.437 0.037 0.023 -0.003
H 0.976 -0.638 1.313 0.003 -0.037 0.037
H -2.361 -1.043 4.353 -0.004 0.005 -0.004
H -4.037 0.027 5.806 0.011 -0.007 0.017
H -5.809 1.435 4.828 -0.032 0.017 0.026
H -5.927 1.772 2.381 -0.026 0.012 -0.020
H -4.296 0.682 0.909 0.004 0.026 0.006
C 0.536 -0.268 -1.483 0.053 -0.057 -0.141
C 1.229 -1.226 -1.783 0.014 0.043 0.082
C 2.043 -2.363 -2.080 -0.061 -0.011 -0.011
C 1.909 -3.024 -3.304 0.010 0.013 -0.014
C 2.685 -4.136 -3.577 0.032 -0.009 0.037
C 3.599 -4.594 -2.636 -0.018 0.017 -0.014
C 3.737 -3.939 -1.419 -0.013 0.003 -0.016
C 2.963 -2.828 -1.137 -0.007 -0.017 -0.004
H 1.203 -2.656 -4.038 -0.007 0.005 -0.004
H 2.585 -4.644 -4.526 -0.003 -0.017 -0.027
H 4.207 -5.460 -2.854 0.020 -0.032 -0.008
H 4.452 -4.297 -0.691 0.026 -0.016 0.020
H 3.063 -2.313 -0.191 -0.005 0.010 0.009

***

Record 7
40
Properties=species:S:1:pos:R:3:forces:R:3 method="wB97M-V/def2-TZVPD" total_charge=0 fmax_ha_per_bohr=0.024 e_homo_ha=-0.333 smiles="CCCCCCC(=O)N/N=C/Cc1ccccc1" lumo_energy_ev=0.82 energy_ev=-20939.53685 e_above_lowest_ev=1.388
C 5.684 -3.181 -0.363 -0.143 0.188 0.121
C 4.334 -2.514 -0.133 0.056 -0.277 -0.215
C 3.228 -3.168 -0.959 -0.089 0.381 0.329
C 1.873 -2.503 -0.734 0.115 -0.361 -0.312
C 0.770 -3.171 -1.550 -0.027 0.253 0.182
C -0.570 -2.437 -1.422 0.040 -0.254 -0.155
C -1.064 -2.507 0.001 0.008 0.211 -0.398
O -1.520 -3.498 0.526 -0.018 -0.238 0.059
N -0.955 -1.350 0.726 -0.387 0.026 1.159
N -0.463 -0.202 0.233 0.331 0.341 -0.581
C -0.363 0.819 0.972 0.013 -0.215 0.254
C 0.138 2.107 0.412 -0.107 0.059 0.008
C -0.992 3.107 0.405 0.116 0.122 -0.003
C -2.036 2.956 -0.499 0.013 0.029 0.015
C -3.095 3.845 -0.503 -0.051 -0.036 -0.064
C -3.124 4.894 0.401 -0.051 0.081 0.034
C -2.091 5.048 1.308 -0.063 0.082 0.059
C -1.031 4.156 1.312 0.021 -0.031 -0.036
H 5.969 -3.113 -1.411 0.078 -0.025 -0.107
H 5.641 -4.233 -0.089 0.049 -0.125 0.012
H 6.456 -2.702 0.234 0.144 -0.020 0.018
H 4.402 -1.455 -0.397 -0.044 0.060 0.060
H 4.075 -2.574 0.926 -0.040 0.080 0.039
H 3.159 -4.225 -0.693 0.019 -0.095 -0.053
H 3.489 -3.110 -2.018 0.015 -0.069 -0.074
H 1.621 -2.555 0.328 0.002 0.080 0.085
H 1.936 -1.446 -1.006 -0.012 0.073 0.054
H 0.642 -4.203 -1.216 0.010 -0.053 -0.067
H 1.059 -3.190 -2.603 -0.009 -0.050 -0.017
H -1.309 -2.931 -2.055 -0.072 0.053 0.094
H -0.459 -1.397 -1.722 -0.035 -0.114 -0.103
H -1.271 -1.389 1.699 0.081 -0.074 -0.328
H -0.676 0.820 2.023 -0.025 -0.104 -0.023
H 0.961 2.479 1.027 0.033 0.021 -0.062
H 0.496 1.931 -0.604 0.073 -0.015 0.057
H -2.011 2.135 -1.201 -0.008 -0.099 -0.083
H -3.900 3.720 -1.213 -0.062 -0.008 -0.060
H -3.951 5.589 0.399 -0.063 0.056 -0.002
H -2.108 5.863 2.016 -0.007 0.066 0.053
H -0.227 4.282 2.024 0.095 0.003 0.051